DFT (the ωB97M-V functional and the def2-TZVPD basis) results for a molecular structure, C8H16B2KO5S.

Atoms and positions in Å:
K (0.8237, 0.2752, -0.9501)
B (-0.2686, -1.3122, -3.2247)
H (-0.7359, -1.3827, -2.1761)
H (0.5249, -2.1375, -3.4555)
H (-1.1689, -1.4086, -3.9688)
H (0.2268, -0.2800, -3.2839)
B (3.5073, 0.0507, -2.4986)
H (2.6252, 0.6918, -2.8622)
H (3.1788, -0.9778, -2.0988)
H (4.2767, -0.1080, -3.3699)
H (4.0997, 0.6972, -1.7169)
C (-3.4790, 2.0663, 1.4937)
C (-4.1590, 3.3301, 1.3930)
C (-3.4888, 4.4108, 0.5165)
O (-4.0390, 5.5276, 0.4120)
C (-2.1887, 4.1480, 0.0131)
C (-1.5188, 2.9349, 0.1443)
C (-2.2525, 1.8108, 0.8964)
O (-1.7900, 0.6223, 0.9337)
O (-0.3445, 2.8275, -0.3286)
O (-5.2781, 3.5304, 1.8921)
H (-3.9622, 1.2935, 2.0766)
H (-1.7258, 4.9212, -0.5877)
C (2.5916, -2.5265, 2.9490)
S (1.1479, -2.2971, 1.8572)
O (1.7945, -1.6567, 0.6732)
C (0.7741, -4.0601, 1.5140)
H (3.1037, -3.4456, 2.6529)
H (2.3534, -2.6326, 4.0112)
H (3.2880, -1.6994, 2.8463)
H (1.7058, -4.6127, 1.6294)
H (0.4154, -4.1538, 0.4885)
H (-0.0378, -4.4470, 2.1290)

Computed properties:
- frontier orbital gap (hartree) = 0.132
- energy relative to the best compared isomer or geometry (same formula, charge and spin) (kcal per mole) = 0.0
- charge = -3
- total energy (hartree) = -1738.25312
- LUMO level (eV) = 5.32

DFT (the ωB97M-V functional and the def2-TZVPD basis) results for a molecular structure, C8H16Br4O4Sr.

Atoms and positions in Å:
Sr (-0.6772, 0.1817, -0.4124)
O (1.4294, -1.4353, -0.2834)
C (1.2807, -2.2884, -1.4141)
C (0.6815, -1.7052, -2.7831)
O (-0.4804, -0.8875, -2.7304)
H (0.6199, -3.1156, -1.1551)
H (2.2182, -2.7864, -1.6614)
H (0.6619, -2.4706, -3.5589)
H (1.4696, -1.0542, -3.1614)
O (0.9007, 1.1529, 1.4953)
C (0.7546, 1.2966, 2.9323)
C (2.0667, 1.5838, 3.7990)
O (3.2580, 0.8014, 3.5598)
H (0.1778, 0.4367, 3.2727)
H (-0.0048, 2.0511, 3.1376)
H (1.7306, 1.5686, 4.8357)
H (2.3229, 2.6391, 3.7049)
Br (0.5525, 5.2280, -2.4661)
C (-1.2305, 4.9022, -3.3351)
C (-1.4293, 3.3688, -3.2473)
Br (-1.5503, 2.6869, -1.3983)
H (-1.2479, 5.2449, -4.3696)
H (-1.9767, 5.4874, -2.7977)
H (-0.6194, 2.8119, -3.7186)
H (-2.3538, 3.0416, -3.7230)
Br (-2.1343, -1.7294, 1.0631)
C (-1.7920, -3.5713, 1.6388)
C (-0.3855, -3.6359, 2.2371)
Br (0.0270, -5.3952, 3.1542)
H (-1.7104, -4.1470, 0.7168)
H (-2.6800, -3.8987, 2.1795)
H (-0.2698, -2.8704, 3.0043)
H (0.3903, -3.4926, 1.4849)

Computed properties:
- frontier orbital gap (hartree) = 0.082
- energy relative to the best compared isomer or geometry (same formula, charge and spin) (kcal per mole) = 64.1
- charge = -2
- total energy (hartree) = -10941.95051
- LUMO level (eV) = 3.52

DFT (the ωB97M-V functional and the def2-TZVPD basis) results for 4 unconnected molecules or ions with the total composition C8H16Br8.

Atoms and positions in Å:
Br (4.5888, 3.1379, 2.9298)
C (5.8320, 1.6845, 3.3563)
C (5.8160, 0.7309, 2.2054)
Br (7.1044, -0.7069, 2.6608)
H (5.5265, 1.2168, 4.2865)
H (6.7987, 2.1499, 3.5121)
H (6.1179, 1.1452, 1.2469)
H (4.8975, 0.1890, 2.0037)
Br (-5.2161, -1.7166, 1.5158)
C (-5.1731, -3.4505, 0.6002)
C (-5.8454, -4.5438, 1.3887)
Br (-6.0832, -6.1424, 0.2800)
H (-4.1445, -3.7422, 0.4052)
H (-5.7059, -3.3863, -0.3467)
H (-6.8568, -4.3152, 1.7133)
H (-5.3025, -4.9061, 2.2573)
Br (-0.3539, 2.3600, -2.2160)
C (0.0541, 3.5449, -3.7191)
C (-1.2749, 4.1444, -4.1685)
Br (-0.9225, 5.5292, -5.4882)
H (0.5069, 3.0117, -4.5502)
H (0.7440, 4.3453, -3.4627)
H (-1.9103, 4.4922, -3.3602)
H (-1.8689, 3.3956, -4.6908)
Br (-1.8323, -1.8587, -0.1207)
C (-0.0138, -1.6220, 0.5465)
C (0.6094, -0.4299, -0.1099)
Br (2.4963, -0.2612, 0.4741)
H (0.5816, -2.5138, 0.3821)
H (-0.0701, -1.4496, 1.6204)
H (0.1489, 0.5404, 0.0272)
H (0.7513, -0.5727, -1.1792)

Computed properties:
- SMILES = BrCCBr.BrCCBr.BrCCBr.BrCCBr
- frontier orbital gap (hartree) = 0.393
- energy relative to the best compared isomer or geometry (same formula, charge and spin) (kcal per mole) = 11.8
- total energy (hartree) = -20906.53066
- LUMO level (eV) = 0.43

DFT (the ωB97M-V functional and the def2-TZVPD basis) results for a molecular structure, C8H16Br8.

Atoms and positions in Å:
Br (0.6994, 2.5695, -1.0969)
C (1.7700, 1.9425, 0.4842)
C (1.8185, 3.0356, 1.5555)
Br (2.8386, 2.4780, 3.1356)
H (2.7630, 1.7480, 0.0789)
H (1.2679, 1.0612, 0.8833)
H (0.8142, 3.1918, 1.9493)
H (2.1939, 4.0034, 1.2229)
Br (-1.6473, 0.9831, -1.8232)
C (-0.3880, 0.3055, -0.3441)
C (0.5940, -0.7576, -0.8656)
Br (1.5246, -1.8052, 0.5392)
H (-0.9645, -0.2069, 0.4261)
H (0.2732, 1.0854, 0.0336)
H (1.3714, -0.4214, -1.5516)
H (0.0919, -1.5297, -1.4485)
Br (-0.7874, 0.4492, 1.5516)
C (-0.8599, -0.0409, 3.4542)
C (-1.7206, -1.3282, 3.4913)
Br (-1.8253, -1.8966, 5.4243)
H (-1.3107, 0.8292, 3.9316)
H (0.1775, -0.0418, 3.7887)
H (-1.2660, -2.1498, 2.9377)
H (-2.7064, -1.2994, 3.0270)
Br (-2.6879, -2.5243, -4.6778)
C (-1.0216, -1.3788, -4.4592)
C (-0.2338, -1.7456, -3.2140)
Br (1.2419, -0.3684, -3.1093)
H (-1.1356, -0.2970, -4.3892)
H (-0.4076, -1.5396, -5.3454)
H (0.3278, -2.6756, -3.3017)
H (-0.8052, -1.6757, -2.2884)

Computed properties:
- frontier orbital gap (hartree) = 0.288
- energy relative to the best compared isomer or geometry (same formula, charge and spin) (kcal per mole) = 335.5
- total energy (hartree) = -20906.01468
- LUMO level (eV) = -0.16

DFT (the ωB97M-V functional and the def2-TZVPD basis) results for a molecular structure, C8H16Br8.

Atoms and positions in Å:
Br (3.1910, 6.0756, -2.4771)
C (1.7818, 5.7667, -1.0545)
C (1.0962, 7.0402, -0.6380)
Br (0.0427, 7.5261, -2.2592)
H (2.3312, 5.4180, -0.1801)
H (1.1379, 5.0203, -1.5196)
H (1.6612, 7.9232, -0.3393)
H (0.3392, 6.8654, 0.1265)
Br (7.4196, -0.3376, -0.5955)
C (8.7738, -1.7326, -0.7650)
C (9.0322, -2.0998, 0.6697)
Br (7.2999, -2.7521, 1.5089)
H (9.7179, -1.3404, -1.1432)
H (8.5603, -2.5422, -1.4630)
H (9.4554, -1.3070, 1.2865)
H (9.6833, -2.9669, 0.7805)
Br (-0.1672, -1.3513, -1.4240)
C (-0.0053, -1.8733, 0.4555)
C (-0.6276, -3.2493, 0.6799)
Br (-0.5485, -3.5813, 2.6417)
H (-0.4995, -1.1143, 1.0619)
H (1.0656, -1.8342, 0.6548)
H (0.0026, -3.9800, 0.1730)
H (-1.6475, -3.3290, 0.3037)
Br (-9.0755, -4.0949, -0.4714)
C (-9.2687, -2.3972, 0.7371)
C (-10.3089, -1.3780, 0.2400)
Br (-12.1739, -2.0956, 0.4197)
H (-8.2776, -1.9499, 0.8131)
H (-9.5004, -2.7763, 1.7324)
H (-10.1598, -1.0820, -0.7983)
H (-10.3316, -0.4705, 0.8433)

Computed properties:
- frontier orbital gap (hartree) = 0.369
- energy relative to the best compared isomer or geometry (same formula, charge and spin) (kcal per mole) = 35.2
- total energy (hartree) = -20906.49330
- LUMO level (eV) = 0.31

What is the energy relative to the best compared isomer or geometry (same formula, charge and spin) in the fourth record?
335.5 kcal per mole

Repeat the second record exactly.
DFT (the ωB97M-V functional and the def2-TZVPD basis) results for a molecular structure, C8H16Br4O4Sr.

Atoms and positions in Å:
Sr (-0.6772, 0.1817, -0.4124)
O (1.4294, -1.4353, -0.2834)
C (1.2807, -2.2884, -1.4141)
C (0.6815, -1.7052, -2.7831)
O (-0.4804, -0.8875, -2.7304)
H (0.6199, -3.1156, -1.1551)
H (2.2182, -2.7864, -1.6614)
H (0.6619, -2.4706, -3.5589)
H (1.4696, -1.0542, -3.1614)
O (0.9007, 1.1529, 1.4953)
C (0.7546, 1.2966, 2.9323)
C (2.0667, 1.5838, 3.7990)
O (3.2580, 0.8014, 3.5598)
H (0.1778, 0.4367, 3.2727)
H (-0.0048, 2.0511, 3.1376)
H (1.7306, 1.5686, 4.8357)
H (2.3229, 2.6391, 3.7049)
Br (0.5525, 5.2280, -2.4661)
C (-1.2305, 4.9022, -3.3351)
C (-1.4293, 3.3688, -3.2473)
Br (-1.5503, 2.6869, -1.3983)
H (-1.2479, 5.2449, -4.3696)
H (-1.9767, 5.4874, -2.7977)
H (-0.6194, 2.8119, -3.7186)
H (-2.3538, 3.0416, -3.7230)
Br (-2.1343, -1.7294, 1.0631)
C (-1.7920, -3.5713, 1.6388)
C (-0.3855, -3.6359, 2.2371)
Br (0.0270, -5.3952, 3.1542)
H (-1.7104, -4.1470, 0.7168)
H (-2.6800, -3.8987, 2.1795)
H (-0.2698, -2.8704, 3.0043)
H (0.3903, -3.4926, 1.4849)

Computed properties:
- frontier orbital gap (hartree) = 0.082
- energy relative to the best compared isomer or geometry (same formula, charge and spin) (kcal per mole) = 64.1
- charge = -2
- total energy (hartree) = -10941.95051
- LUMO level (eV) = 3.52

Look up the LUMO level of the third one.
0.43 eV

What did the second record say?
DFT (the ωB97M-V functional and the def2-TZVPD basis) results for a molecular structure, C8H16Br4O4Sr.

Atoms and positions in Å:
Sr (-0.6772, 0.1817, -0.4124)
O (1.4294, -1.4353, -0.2834)
C (1.2807, -2.2884, -1.4141)
C (0.6815, -1.7052, -2.7831)
O (-0.4804, -0.8875, -2.7304)
H (0.6199, -3.1156, -1.1551)
H (2.2182, -2.7864, -1.6614)
H (0.6619, -2.4706, -3.5589)
H (1.4696, -1.0542, -3.1614)
O (0.9007, 1.1529, 1.4953)
C (0.7546, 1.2966, 2.9323)
C (2.0667, 1.5838, 3.7990)
O (3.2580, 0.8014, 3.5598)
H (0.1778, 0.4367, 3.2727)
H (-0.0048, 2.0511, 3.1376)
H (1.7306, 1.5686, 4.8357)
H (2.3229, 2.6391, 3.7049)
Br (0.5525, 5.2280, -2.4661)
C (-1.2305, 4.9022, -3.3351)
C (-1.4293, 3.3688, -3.2473)
Br (-1.5503, 2.6869, -1.3983)
H (-1.2479, 5.2449, -4.3696)
H (-1.9767, 5.4874, -2.7977)
H (-0.6194, 2.8119, -3.7186)
H (-2.3538, 3.0416, -3.7230)
Br (-2.1343, -1.7294, 1.0631)
C (-1.7920, -3.5713, 1.6388)
C (-0.3855, -3.6359, 2.2371)
Br (0.0270, -5.3952, 3.1542)
H (-1.7104, -4.1470, 0.7168)
H (-2.6800, -3.8987, 2.1795)
H (-0.2698, -2.8704, 3.0043)
H (0.3903, -3.4926, 1.4849)

Computed properties:
- frontier orbital gap (hartree) = 0.082
- energy relative to the best compared isomer or geometry (same formula, charge and spin) (kcal per mole) = 64.1
- charge = -2
- total energy (hartree) = -10941.95051
- LUMO level (eV) = 3.52